# 1
Computed, not measured: 20 unconnected molecules or ions with the total composition C58H111N9O11 at a distorted geometry, with ωB97M-V/def2-TZVPD.

Structure (XYZ):
```
189
Properties=species:S:1:pos:R:3:lowdin_charge:R:1
C -17.6272 -2.2995 -21.7550 -0.063
C -18.2852 -0.9254 -21.4230 -0.241
O -18.6389 -0.8652 -19.9992 -0.149
H -17.5358 -2.4239 -22.8216 0.061
H -18.1631 -3.2180 -21.4266 0.082
H -16.6635 -2.2118 -21.2250 0.056
H -19.1129 -0.6950 -22.1032 0.103
H -17.6713 -0.0249 -21.4919 0.099
H -18.1182 -0.1654 -19.5068 0.061
C -19.7355 0.1562 -10.2563 -0.072
C -19.5750 1.3866 -11.1444 -0.278
O -19.5152 1.0895 -12.5420 -0.116
H -20.0431 0.4600 -9.2422 0.086
H -18.8722 -0.5487 -10.2759 0.095
H -20.5882 -0.3717 -10.5533 0.044
H -18.6439 1.8335 -10.8660 0.101
H -20.4140 2.1050 -10.9374 0.131
H -19.5467 1.9243 -12.9797 0.017
C -13.7957 3.9291 -17.5032 -0.062
C -15.2292 3.6176 -17.7890 -0.275
O -15.7389 2.5309 -16.9640 -0.132
H -13.1026 3.1243 -17.8131 0.085
H -13.7754 4.0075 -16.3932 0.074
H -13.6125 4.8865 -17.9733 0.080
H -15.4884 3.3450 -18.8318 0.122
H -15.8267 4.4945 -17.5511 0.089
H -15.5063 2.7111 -16.0585 0.040
C -22.8675 8.5635 -24.1387 -0.101
C -22.5533 7.1720 -24.5245 -0.285
O -21.9480 6.4213 -23.4016 -0.134
H -21.9365 9.2073 -24.1023 0.099
H -23.4044 8.5701 -23.1048 0.107
H -23.5562 8.9849 -24.8416 0.059
H -21.8451 7.0822 -25.3498 0.117
H -23.4284 6.6138 -24.7996 0.103
H -22.6400 6.0575 -22.8247 0.067
C -25.8467 7.0572 -15.9231 -0.072
C -25.5022 5.5828 -15.6620 -0.288
O -24.2299 5.2274 -16.2588 -0.157
H -24.8695 7.5363 -15.7507 0.068
H -26.6623 7.4582 -15.3235 0.076
H -26.0299 7.3205 -16.9550 0.058
H -26.2126 4.8537 -16.1318 0.111
H -25.5510 5.2735 -14.5869 0.115
H -24.4122 4.3218 -16.6518 0.035
C -22.2257 0.4406 -17.2703 -0.058
C -20.9548 -0.2088 -17.7661 -0.263
O -21.2885 -1.0700 -18.8913 -0.104
H -22.9730 -0.3471 -17.1528 0.088
H -22.6464 1.1338 -18.0051 0.045
H -22.1050 0.8698 -16.2708 0.068
H -20.5703 -0.9036 -17.0397 0.091
H -20.1699 0.4536 -18.0197 0.067
H -20.5639 -1.0231 -19.4811 0.010
C -18.1624 -0.0139 -15.7035 -0.072
C -18.1285 -1.1842 -14.7396 -0.266
O -17.8012 -0.8020 -13.4057 -0.108
H -18.4417 -0.3435 -16.7047 0.049
H -17.1023 0.3347 -15.8342 0.075
H -18.8018 0.7786 -15.5046 0.042
H -17.4329 -1.9227 -15.1325 0.104
H -19.1340 -1.6714 -14.6869 0.119
H -18.4323 -0.2008 -13.0122 0.025
C -18.3829 5.1762 -14.7921 -0.040
C -19.3150 3.9736 -14.8882 -0.267
O -19.8470 3.5532 -13.5958 -0.128
H -17.6527 4.8904 -14.0500 0.076
H -18.9913 6.0508 -14.4949 0.068
H -17.8730 5.4044 -15.7044 0.044
H -18.7709 3.1047 -15.2519 0.091
H -20.2079 4.1078 -15.4744 0.099
H -20.0748 4.3608 -13.0583 0.106
C -23.0243 6.9422 -19.8841 -0.086
C -22.9885 7.3256 -18.3980 -0.298
O -22.0887 6.6763 -17.5030 -0.098
H -22.1735 7.2600 -20.5177 0.069
H -23.9754 7.2335 -20.3900 0.083
H -23.0565 5.8443 -19.9201 0.055
H -24.0213 7.3220 -18.0139 0.088
H -22.6383 8.3821 -18.3465 0.119
H -22.6237 6.1328 -16.9432 0.014
C -26.0303 3.4378 -19.2966 -0.057
C -25.0725 2.5188 -18.5671 -0.269
O -24.7571 2.9044 -17.2302 -0.109
H -25.9337 4.4297 -18.9295 0.055
H -27.0628 3.1313 -19.2176 0.071
H -25.7731 3.4267 -20.3783 0.083
H -24.0392 2.3872 -19.1132 0.114
H -25.4816 1.4867 -18.4985 0.125
H -24.2339 2.2009 -16.8207 0.071
C -19.5612 3.2884 -18.0014 -0.071
C -18.5707 2.7675 -19.0203 -0.263
O -17.9822 1.5294 -18.5638 -0.133
H -20.1568 4.1226 -18.4032 0.084
H -18.9793 3.6882 -17.1835 0.044
H -20.2519 2.5429 -17.6636 0.055
H -17.8598 3.5758 -19.1898 0.098
H -19.0974 2.5882 -19.9745 0.100
H -17.3087 1.8160 -17.8608 0.080
N -14.4245 0.0557 -17.9508 0.037
C -15.3880 -0.8272 -18.3126 -0.131
C -14.7745 -1.8767 -18.9475 -0.116
C -13.3931 -1.6231 -18.9111 -0.148
C -13.1848 -0.4568 -18.2911 -0.144
H -14.6034 1.0240 -17.6301 0.114
H -16.4346 -0.6298 -18.0758 0.094
H -15.2275 -2.7916 -19.2868 0.087
H -12.5656 -2.1324 -19.3980 0.105
H -12.2957 0.1139 -18.1608 0.106
N -19.7148 -3.3374 -18.0296 0.023
C -20.3443 -3.9801 -16.9339 -0.110
C -19.3355 -4.4476 -16.1289 -0.139
C -18.0894 -4.1990 -16.7594 -0.119
C -18.3616 -3.4987 -17.9325 -0.134
H -20.2268 -2.9166 -18.7862 0.109
H -21.4137 -3.9926 -16.9623 0.099
H -19.5237 -5.0709 -15.2391 0.100
H -17.0961 -4.5544 -16.4479 0.100
H -17.7141 -3.0299 -18.6314 0.074
N -19.2223 6.8194 -18.7600 0.027
C -18.3799 7.1550 -17.7460 -0.139
C -17.0564 7.0236 -18.2124 -0.088
C -17.1840 6.5947 -19.5907 -0.128
C -18.4853 6.5045 -19.9235 -0.118
H -20.2201 6.5914 -18.7537 0.108
H -18.6746 7.3625 -16.7518 0.083
H -16.1258 7.0185 -17.6630 0.081
H -16.4009 6.3983 -20.2673 0.076
H -18.9500 6.1632 -20.8283 0.090
N -13.8309 0.4906 -21.6805 0.041
C -12.7507 0.5666 -22.5193 -0.146
C -12.9446 1.5724 -23.4322 -0.107
C -14.1321 2.2429 -23.0378 -0.111
C -14.6167 1.5891 -21.9417 -0.153
H -13.9825 -0.1604 -20.9419 0.098
H -11.9336 -0.1344 -22.4551 0.105
H -12.2819 1.7459 -24.2617 0.087
H -14.5492 3.1993 -23.3693 0.082
H -15.5402 1.7344 -21.3996 0.090
N -22.2058 6.8656 -14.1356 0.032
C -21.2861 7.8432 -14.4381 -0.155
C -20.4782 8.0594 -13.3800 -0.116
C -21.0145 7.2558 -12.3150 -0.118
C -22.0596 6.5036 -12.8037 -0.135
H -22.8108 6.4508 -14.8337 0.101
H -21.2294 8.1935 -15.4939 0.120
H -19.6440 8.7018 -13.2563 0.087
H -20.7803 7.3034 -11.2765 0.082
H -22.7043 5.7400 -12.3353 0.116
N -22.4289 1.1164 -20.8184 0.043
C -21.7940 2.2608 -20.5312 -0.172
C -22.2400 3.2805 -21.3246 -0.094
C -23.1680 2.6538 -22.2276 -0.105
C -23.3723 1.3694 -21.8152 -0.108
H -22.1168 0.2504 -20.4100 0.118
H -21.1352 2.2804 -19.6966 0.080
H -21.8322 4.2374 -21.3447 0.057
H -23.7540 3.0748 -23.0120 0.084
H -24.0380 0.6446 -22.1900 0.095
N -15.4262 0.7370 -13.9090 0.039
C -14.3629 0.5131 -14.6624 -0.166
C -13.6632 1.6698 -14.8004 -0.157
C -14.2830 2.6247 -14.0105 -0.132
C -15.4105 2.0236 -13.4520 -0.105
H -16.1786 0.0762 -13.6638 0.116
H -14.1866 -0.4174 -15.1935 0.122
H -12.7325 1.6494 -15.3854 0.112
H -13.9868 3.6580 -13.9556 0.093
H -16.1613 2.5087 -12.9060 0.090
N -22.4287 0.7216 -13.6405 0.029
C -23.1037 1.8687 -13.7462 -0.137
C -24.4309 1.5672 -14.1270 -0.107
C -24.4907 0.1790 -14.3155 -0.118
C -23.2347 -0.3196 -14.0091 -0.137
H -21.5334 0.6699 -13.2321 0.102
H -22.5682 2.7663 -13.5632 0.092
H -25.1207 2.3806 -14.4076 0.094
H -25.3689 -0.3900 -14.4461 0.082
H -22.9336 -1.3718 -14.0963 0.119
N -19.1813 5.0501 -23.3402 -0.004
C -18.9915 3.7395 -23.0535 -0.103
C -17.5777 3.5808 -22.9502 -0.089
C -16.9755 4.8427 -23.1318 -0.119
C -18.0004 5.7233 -23.4022 -0.165
H -20.0557 5.5120 -23.5522 0.105
H -19.8423 3.0908 -22.9992 0.092
H -17.0792 2.6954 -22.8029 0.033
H -15.9318 5.1323 -23.1262 0.088
H -18.0199 6.8370 -23.5710 0.131
```

## Properties
E_LUMO, eV: 0.42
Frontier orbital gap, eV: 8.31

---

# 2
Computed, not measured: 2 unconnected molecules or ions with the total composition C10H16 at a distorted geometry, with ωB97M-V/def2-TZVPD.

Structure (XYZ):
```
26
Properties=species:S:1:pos:R:3:nbo_charge:R:1
C -0.8506 0.9070 -2.5981 -0.610
C -2.1522 1.8355 -2.3700 -0.608
H -1.0261 -0.0530 -2.1219 0.223
H -0.8093 0.6967 -3.6565 0.192
H 0.0516 1.3447 -2.1684 0.216
H -1.8935 2.8377 -2.5215 0.188
H -2.6218 1.8067 -1.3978 0.203
H -2.9168 1.6347 -3.0669 0.187
C 0.3810 0.9777 1.4474 -0.384
C -1.1657 1.1961 1.4752 -0.613
C 0.8954 -0.3952 1.2803 -0.105
C 2.0748 -0.7999 1.8493 -0.241
C 0.0739 -1.2247 0.4613 -0.451
C 2.5731 -2.0880 1.4413 -0.414
C 0.7117 -2.3384 -0.0229 -0.265
C 1.9860 -2.7460 0.3768 -0.341
H 0.8341 1.7238 0.7256 0.179
H 0.7888 1.4464 2.4602 0.170
H -1.5310 0.6933 2.4686 0.200
H 2.5480 -0.2594 2.7212 0.181
H -0.8427 -0.7899 0.1272 0.177
H 3.4947 -2.6011 1.8465 0.174
H 0.0421 -2.9699 -0.6099 0.171
H 2.3622 -3.6387 -0.0845 0.183
H -1.6061 0.5987 0.6485 0.196
H -1.4017 2.2053 1.2890 0.192
```

## Properties
E_LUMO (spin up / spin down), eV: 3.51 / 3.48
Charge: -1
Multiplicity: 2
Frontier orbital gap (spin up / spin down), eV: 2.48 / 7.22

---

# 3
Computed, not measured: 2 unconnected molecules or ions with the total composition C7H6BrClO, with ωB97M-V/def2-TZVPD.

Structure (XYZ):
```
16
Properties=species:S:1:pos:R:3:nbo_charge:R:1
C 1.4933 0.2078 0.4318 -0.200
C 0.9845 0.5843 -0.7999 -0.190
C 0.6471 0.0611 1.5183 -0.198
C -0.3704 0.8188 -0.9527 -0.249
C -1.6995 -1.9594 -0.9514 0.376
C -0.7099 0.2915 1.3807 -0.245
C -1.2021 0.6577 0.1413 -0.079
O -0.6547 -2.1416 -1.4746 -0.485
Cl -2.0730 -2.5722 0.6320 -0.057
Br -3.0677 1.0410 -0.0394 0.042
H 2.5517 0.0313 0.5474 0.219
H 1.6401 0.6982 -1.6495 0.221
H 1.0368 -0.2301 2.4813 0.220
H -0.7762 1.1189 -1.9077 0.231
H -2.5675 -1.4493 -1.3816 0.161
H -1.3777 0.1891 2.2222 0.232
```

## Properties
E_LUMO, eV: 0.51
SMILES string: Brc1ccccc1.O=CCl
Frontier orbital gap, eV: 9.85

---

# 4
Computed, not measured: a molecular structure, C35H61BN8O2PS5W at a distorted geometry, with ωB97M-V/def2-TZVPD.

Structure (XYZ):
```
114
Properties=species:S:1:pos:R:3:lowdin_charge:R:1
W -1.1416 0.0136 -1.8893 1.122
C -3.4306 2.8144 2.6017 -0.040
C -2.4662 1.7313 2.2685 -0.229
C -2.2207 0.6916 3.1252 0.097
C -1.3206 -0.3372 2.7436 -0.203
N -0.6362 -0.2357 1.6438 0.078
N -0.8150 0.7763 0.8089 -0.038
B 0.1987 0.8691 -0.3218 -0.796
N 1.4196 -0.0199 0.0509 0.001
N 1.9724 0.0926 1.2393 0.189
C 3.0237 -0.6300 1.5502 -0.181
C 3.5745 -1.5404 0.6151 0.102
C 3.0430 -1.6381 -0.6477 -0.208
C 3.6062 -2.5299 -1.6941 -0.036
C 1.9175 -0.8154 -0.9099 -0.529
S 1.1983 -0.7061 -2.4515 0.700
C 3.6957 -0.4196 2.8883 -0.536
C 5.1184 0.0966 2.6084 -0.020
C 3.8228 -1.7400 3.6600 -0.022
C 2.9306 0.5914 3.7401 -0.029
N 0.7085 2.2959 -0.6005 -0.023
N 1.4122 2.8418 0.3756 0.191
C 1.9525 4.0276 0.2372 -0.177
C 1.8012 4.7507 -0.9667 0.109
C 1.0968 4.1923 -2.0046 -0.226
C 0.9045 4.8743 -3.3079 -0.048
C 0.5316 2.9047 -1.7925 -0.594
S -0.3895 2.1561 -3.0104 0.730
C 2.8066 4.4966 1.3936 -0.535
C 2.0189 4.3136 2.6966 -0.032
C 4.0358 3.5732 1.3696 -0.032
C 3.2661 5.9478 1.2599 -0.043
C -1.7947 1.7097 1.0057 -0.606
S -2.2008 2.7028 -0.2826 0.848
C -1.1458 -1.5852 3.5709 -0.540
C -0.9001 -1.2172 5.0384 -0.022
C 0.0345 -2.3920 3.0361 -0.042
C -2.4391 -2.4029 3.4349 -0.019
H -3.3073 3.1202 3.6391 0.100
H -4.4524 2.4546 2.4917 0.103
H -3.3004 3.6731 1.9500 0.055
H -2.7181 0.6424 4.0813 0.138
H 4.4275 -2.1470 0.8747 0.133
H 4.3630 -3.1831 -1.2681 0.096
H 4.0647 -1.9327 -2.4837 0.103
H 2.8309 -3.1323 -2.1675 0.045
H 5.7401 -0.6881 2.1881 0.087
H 5.5738 0.4191 3.5397 0.099
H 5.1162 0.9370 1.9209 0.073
H 4.3097 -2.5091 3.0685 0.083
H 2.8549 -2.1119 3.9819 0.074
H 4.4297 -1.5648 4.5440 0.100
H 2.8825 1.5566 3.2494 0.054
H 3.4299 0.7113 4.6974 0.100
H 1.9141 0.2544 3.9222 0.067
H 2.2412 5.7281 -1.0816 0.129
H 1.4819 5.7928 -3.3530 0.096
H -0.1496 5.1103 -3.4511 0.097
H 1.1963 4.2160 -4.1249 0.084
H 1.5989 3.3126 2.7465 0.060
H 1.2045 5.0324 2.7453 0.091
H 2.6651 4.4742 3.5549 0.095
H 3.7109 2.5370 1.4073 0.046
H 4.6894 3.7789 2.2130 0.101
H 4.5990 3.7262 0.4509 0.097
H 2.4246 6.6323 1.1935 0.094
H 3.9088 6.0855 0.3939 0.087
H 3.8434 6.2187 2.1399 0.098
H -0.1085 -0.4763 5.1219 0.084
H -0.5985 -2.1027 5.5895 0.097
H -1.7966 -0.8255 5.5091 0.083
H 0.9324 -1.7837 3.0666 0.051
H -0.1410 -2.6848 2.0051 0.041
H 0.1803 -3.2834 3.6386 0.100
H -3.2988 -1.8409 3.7927 0.088
H -2.3594 -3.3136 4.0215 0.099
H -2.6037 -2.6745 2.3934 0.068
C -1.0603 -6.8504 -0.6312 -0.059
C -0.8124 -5.8651 -1.7535 -0.283
O -1.6387 -4.6976 -1.5333 -0.339
P -1.3457 -3.2307 -2.0397 -0.037
S -1.3782 -2.0488 -0.4037 0.492
S 0.1948 -3.2490 -3.3297 0.345
O -2.7078 -2.8297 -2.8386 -0.395
C -3.0862 -3.7694 -3.8802 -0.277
C -4.3496 -3.3337 -4.5930 -0.052
H -0.4464 -7.7327 -0.7955 0.088
H -2.1049 -7.1507 -0.6114 0.084
H -0.8021 -6.4122 0.3303 0.079
H -1.0872 -6.2970 -2.7193 0.123
H 0.2401 -5.5708 -1.7926 0.085
H -3.2372 -4.7449 -3.4110 0.120
H -2.2517 -3.8501 -4.5874 0.095
H -5.1668 -3.1920 -3.8908 0.089
H -4.6294 -4.1249 -5.2846 0.094
H -4.1998 -2.4234 -5.1652 0.059
N -3.4311 0.1103 -1.3767 -0.116
C -4.3752 1.0026 -2.0988 -0.241
C -3.8124 1.3922 -3.4565 -0.204
C -3.6128 0.1877 -4.3873 -0.185
C -2.2369 0.1828 -5.0468 -0.217
N -1.2234 -0.4133 -4.1550 -0.145
H -3.7248 -0.8646 -1.5035 0.069
H -3.5404 0.2946 -0.3758 0.075
H -4.5225 1.9127 -1.5152 0.088
H -5.3437 0.5108 -2.2144 0.134
H -2.8612 1.9036 -3.2849 0.022
H -4.4862 2.1105 -3.9201 0.129
H -4.3685 0.1972 -5.1719 0.127
H -3.7313 -0.7427 -3.8271 0.075
H -1.9375 1.2055 -5.2891 0.111
H -2.2790 -0.3889 -5.9794 0.134
H -0.2976 -0.2062 -4.5492 0.067
H -1.3154 -1.4351 -4.2036 0.012
```

## Properties
E_LUMO (spin up / spin down), eV: -7.40 / -6.51
Charge: +2
Multiplicity: 2
Frontier orbital gap (spin up / spin down), eV: 4.95 / 6.01

---

What ΔE to the lowest compared entry with this formula, charge and spin values result from the calculations? In sequence: 0.559 1.453 0.000 3.529 eV.